No. 1
2 unconnected molecules or ions with the total composition C4H7ClNO4 in a non-equilibrium geometry, computed with ωB97M-V/def2-TZVPD.

Structure (XYZ):
```
17
Properties=species:S:1:pos:R:3:nbo_charge:R:1
Cl -1.463 -1.389 0.875 2.52
O -1.375 0.084 0.839 -0.90
O -0.310 -1.930 1.585 -0.81
O -2.679 -1.703 1.522 -0.86
O -1.553 -1.879 -0.490 -0.86
C 0.740 2.142 -0.462 -0.59
C 0.615 0.825 0.160 -0.39
C 0.196 -0.341 -0.786 -0.53
C 0.786 -1.620 -0.238 0.32
N 1.261 -2.574 0.235 -0.40
H 1.513 2.146 -1.231 0.18
H 0.939 2.937 0.256 0.20
H -0.158 2.366 -1.038 0.19
H 0.080 1.034 1.086 0.25
H 1.615 0.514 0.465 0.18
H 0.664 -0.266 -1.768 0.21
H -0.870 -0.346 -1.009 0.29
```

The HOMO energy is -5.08 eV. The orbital gap is 0.326 hartree. Its total charge is -1.



No. 2
2 unconnected molecules or ions with the total composition C4H7ClO in a non-equilibrium geometry, computed with ωB97M-V/def2-TZVPD.

Structure (XYZ):
```
13
Properties=species:S:1:pos:R:3:nbo_charge:R:1
C 0.602 -1.952 -0.060 -0.26
O -0.313 -1.126 0.743 -0.47
C -0.548 0.133 0.268 0.38
C -0.736 1.071 -0.657 -0.37
C -1.288 1.313 0.728 -0.41
H 1.262 -1.307 -0.527 0.20
H 0.181 -2.489 -0.983 0.18
H 1.018 -2.692 0.700 0.21
H -0.596 1.368 -1.684 0.25
H -0.884 1.957 1.413 0.18
H -2.435 1.303 0.932 0.17
Cl 2.516 0.965 -0.401 -0.35
H 1.222 1.457 -0.473 0.30
```

The HOMO energy is -9.03 eV. Its SMILES is COC1=CC1.Cl. The orbital gap is 0.366 hartree. Its total charge is 0.



No. 3
A single C4H7ClO molecule in a non-equilibrium geometry, computed with ωB97M-V/def2-TZVPD.

Structure (XYZ):
```
13
Properties=species:S:1:pos:R:3:nbo_charge:R:1
C 1.646 0.799 0.196 -0.44
C 0.482 -0.041 0.062 -0.23
C -1.774 -1.050 0.252 -0.66
C -0.758 -0.036 0.619 -0.10
O 0.832 1.459 -2.343 -0.81
Cl 1.978 1.805 -1.339 0.73
H 2.503 0.216 0.261 0.22
H 1.800 1.333 1.064 0.22
H 0.669 -0.986 -0.548 0.21
H -2.746 -0.740 0.226 0.22
H -1.653 -1.517 -0.737 0.22
H -1.917 -1.880 0.890 0.23
H -1.062 0.639 1.397 0.20
```

The HOMO energy is -8.80 eV. The orbital gap is 0.347 hartree. Its total charge is 0.



No. 4
A single C4H7ClO3S molecule in a non-equilibrium geometry, computed with ωB97M-V/def2-TZVPD.

Structure (XYZ):
```
16
Properties=species:S:1:pos:R:3:nbo_charge:R:1
O 2.091 0.022 1.535 -0.93
S 1.679 -0.278 0.218 2.40
O 2.628 -0.883 -0.619 -0.93
C 0.243 -1.363 0.233 -0.68
C -0.829 -0.691 -0.593 -0.20
Cl -2.236 -1.727 -0.823 -0.02
C -1.170 0.606 0.102 -0.46
C -0.044 1.615 -0.064 -0.08
O 1.189 1.033 -0.531 -0.69
H -0.124 -1.430 1.248 0.24
H 0.537 -2.330 -0.141 0.27
H -0.390 -0.473 -1.557 0.23
H -2.124 1.011 -0.200 0.24
H -1.243 0.379 1.161 0.21
H -0.334 2.335 -0.815 0.21
H 0.128 2.175 0.846 0.20
```

The HOMO energy is -11.26 eV. Its SMILES is O=S1(=O)C[C@@H](Cl)CCO1. The orbital gap is 0.439 hartree. Its total charge is 0.



No. 5
2 unconnected molecules or ions with the total composition C4H7ClS in a non-equilibrium geometry, computed with ωB97M-V/def2-TZVPD.

Structure (XYZ):
```
13
Properties=species:S:1:pos:R:3:nbo_charge:R:1
C 0.117 0.867 -0.374 -0.25
C -0.490 -0.195 0.113 -0.12
C 1.644 0.946 -0.597 -0.64
C -2.666 -0.090 0.459 -0.47
S -3.137 -1.729 0.065 0.04
Cl -3.243 1.177 -0.504 0.01
H -0.586 1.688 -0.619 0.22
H -0.179 -1.022 0.610 0.17
H 1.920 1.993 -0.409 0.23
H 1.718 0.718 -1.691 0.23
H 2.082 0.137 0.097 0.22
H -2.799 0.238 1.533 0.23
H -2.188 -1.979 -0.792 0.12
```

The HOMO energy is -8.84 eV. The orbital gap is 0.350 hartree. Its total charge is 0.



No. 6
2 unconnected molecules or ions with the total composition C4H7ClS in a non-equilibrium geometry, computed with ωB97M-V/def2-TZVPD.

Structure (XYZ):
```
13
Properties=species:S:1:pos:R:3:nbo_charge:R:1
C 1.427 -0.692 0.598 -0.53
C 0.654 0.249 -0.244 -0.05
C 0.305 0.571 -1.579 -0.69
C -1.856 -0.065 0.900 -0.40
S 1.756 1.062 0.796 0.20
Cl -1.481 -0.616 2.522 -0.02
H 0.730 -1.204 1.350 0.23
H 2.233 -1.278 0.344 0.21
H 1.165 1.243 -1.954 0.23
H -0.687 0.946 -1.558 0.24
H 0.395 -0.332 -2.167 0.22
H -2.317 -0.742 0.175 0.18
H -2.325 0.859 0.817 0.17
```

The HOMO energy (spin up / spin down) is -7.35 / -8.33 eV. The orbital gap (spin up / spin down) is 0.271 / 0.317 hartree. Its total charge is 0.



No. 7
A molecular structure, C4H7CsO2 in a non-equilibrium geometry, computed with ωB97M-V/def2-TZVPD.

Structure (XYZ):
```
14
Properties=species:S:1:pos:R:3:nbo_charge:R:1
O 3.682 -1.684 -0.781 -0.92
C 2.649 -1.757 0.004 0.22
C 1.342 -1.839 -0.362 -0.72
H 0.600 -2.179 0.361 0.18
H 2.869 -1.753 1.089 0.09
H 1.053 -1.785 -1.416 0.16
Cs 5.716 -1.844 -3.835 0.99
C -3.279 1.974 1.098 0.44
C -2.004 1.693 0.377 -0.73
O -3.876 1.170 1.786 -0.52
H -2.270 1.077 -0.506 0.25
H -1.286 1.245 1.083 0.26
H -1.570 2.651 0.043 0.21
H -3.625 3.031 1.057 0.09
```

The HOMO energy is -5.20 eV. The orbital gap is 0.142 hartree. Its total charge is 0.



No. 8
A molecular structure, C4H7CuO3 in a non-equilibrium geometry, computed with ωB97M-V/def2-TZVPD.

Structure (XYZ):
```
15
Properties=species:S:1:pos:R:3:nbo_charge:R:1
H -1.955 1.266 0.504 0.15
O 1.139 0.230 0.207 -0.49
C -0.081 -0.299 0.218 1.03
O -0.253 -1.320 0.880 -0.70
Cu -2.224 -1.971 0.524 0.70
O -0.979 -0.002 -0.870 -0.57
C -2.152 0.333 -0.058 -0.64
H -2.968 0.752 -0.678 0.17
C 1.569 1.110 -0.847 -0.07
H 1.415 0.612 -1.814 0.19
H 0.957 2.021 -0.820 0.19
C 3.032 1.403 -0.612 -0.63
H 3.197 1.791 0.403 0.22
H 3.636 0.495 -0.742 0.22
H 3.374 2.157 -1.333 0.22
```

The HOMO energy is -7.22 eV. The orbital gap is 0.251 hartree. Its total charge is 0.



No. 9
2 unconnected molecules or ions with the total composition C4H7F2N in a non-equilibrium geometry, computed with ωB97M-V/def2-TZVPD.

Structure (XYZ):
```
14
Properties=species:S:1:pos:R:3:nbo_charge:R:1
C -2.362 0.710 -0.359 0.05
C -1.429 -0.092 0.063 0.41
C 1.188 -0.972 -0.788 -0.47
C 1.194 0.711 0.910 -0.46
N 0.829 0.364 -0.391 -0.30
F -3.677 0.552 -0.128 -0.33
F -1.299 -1.250 0.733 -0.31
H -2.307 1.480 -1.101 0.21
H 0.980 -1.812 -0.146 0.19
H 0.582 -1.287 -1.714 0.21
H 2.273 -0.997 -1.057 0.21
H 0.820 1.637 1.418 0.21
H 1.035 -0.030 1.672 0.18
H 2.173 0.985 0.887 0.21
```

The HOMO energy is -9.12 eV. The orbital gap is 0.312 hartree. Its total charge is 0.



No. 10
A single C4H7FN2 molecule in a non-equilibrium geometry, computed with ωB97M-V/def2-TZVPD.

Structure (XYZ):
```
14
Properties=species:S:1:pos:R:3:nbo_charge:R:1
C -1.856 1.203 -0.124 -0.47
C -1.782 -0.145 -0.001 0.31
F -3.063 -0.700 0.223 -0.37
C -0.890 -1.191 -0.213 -0.04
N 0.379 -1.133 -0.118 -0.20
N 1.064 0.137 -0.127 -0.48
C 2.386 -0.118 0.177 -0.43
H -2.949 1.512 0.163 0.24
H -1.061 1.959 -0.624 0.25
H -1.351 -2.060 -0.556 0.21
H 0.704 0.719 0.643 0.35
H 2.623 0.954 0.662 0.20
H 3.052 0.119 -0.861 0.19
H 2.744 -1.254 0.757 0.23
```

The HOMO energy is -9.13 eV. Its SMILES is C=C(F)/C=N\NC. The orbital gap is 0.338 hartree. Its total charge is 0.



No. 11
A single C4H7FN2O molecule in a non-equilibrium geometry, computed with ωB97M-V/def2-TZVPD.

Structure (XYZ):
```
15
Properties=species:S:1:pos:R:3:nbo_charge:R:1
H 2.300 -1.013 -0.233 0.35
N 1.639 -1.661 0.122 -0.61
C 0.574 -1.020 0.118 0.37
N -0.645 -1.562 0.670 -0.31
O -1.698 -0.646 0.184 -0.40
C -1.193 0.192 -0.790 -0.09
C 0.245 0.365 -0.332 0.24
C 0.350 1.330 0.801 -0.65
F 1.136 0.701 -1.382 -0.36
H -0.901 -2.415 0.156 0.37
H -1.128 -0.248 -1.872 0.17
H -1.752 1.107 -0.762 0.21
H 1.207 1.174 1.470 0.23
H 0.411 2.352 0.372 0.23
H -0.546 1.344 1.478 0.25
```

The HOMO energy is -9.93 eV. Its SMILES is [H]/N=C1/NOC[C@]1(C)F. The orbital gap is 0.397 hartree. Its total charge is 0.



No. 12
A single C4H7FN2O molecule in a non-equilibrium geometry, computed with ωB97M-V/def2-TZVPD.

Structure (XYZ):
```
15
Properties=species:S:1:pos:R:3:nbo_charge:R:1
N 2.610 -0.624 0.150 -0.63
N 1.229 -0.334 -0.026 -0.29
C 0.325 -1.260 -0.058 -0.01
C -1.155 -0.993 -0.155 0.34
F -1.960 -2.040 -0.300 -0.31
C -1.666 0.153 0.235 -0.25
C -0.999 1.497 0.425 -0.13
O -0.228 1.872 -0.801 -0.73
H 2.880 -1.592 -0.185 0.35
H 2.871 0.218 -0.458 0.39
H 0.429 -2.405 -0.131 0.18
H -2.748 0.368 0.417 0.22
H -0.296 1.600 1.261 0.20
H -1.711 2.327 0.383 0.20
H 0.419 1.213 -0.756 0.47
```

The HOMO energy is -9.13 eV. Its SMILES is N/N=C/C(F)=C\CO. The orbital gap is 0.347 hartree. Its total charge is 0.



Energy relative to the best compared isomer or geometry (same formula, charge and spin) across the listed records, respectively: 4.378, 4.045, 5.287, 0.527, 3.132, 4.315, 0.000, 0.962, 5.329, 4.514, 2.656, 3.665 eV.
DFT total energy across the listed records, respectively: -26454.116, -18827.483, -18826.242, -33761.056, -27615.577, -27614.394, -8901.422, -55039.979, -11180.569, -9954.268, -12004.401, -12003.392 eV.